# C6H14NO

The molecule C6H14NO at a distorted geometry (ωB97M-V with the def2-TZVPD basis set, the Open Molecules 2025 dataset).

```
! RIJCOSX wB97M-V def2-TZVPD def2/J DEFGRID3
* xyz 0 2
C -1.90905 1.31048 -0.13753
C -0.45882 0.68265 -0.11740
C -0.66363 -0.70222 0.44277
C 0.43352 -1.61472 -0.11876
C 0.44738 -3.04931 0.36688
N 0.37814 1.81051 0.49026
C 1.62894 2.20674 -0.27691
O 1.46956 2.33686 -1.61027
H -2.56398 0.46134 -0.13900
H -1.90632 2.03831 -0.98976
H -2.19100 1.77425 0.81326
H -0.06999 0.82846 -1.17524
H -0.69711 -0.75777 1.51721
H -1.65421 -1.13629 0.19080
H 1.48902 -1.33484 0.02420
H 0.35968 -1.54848 -1.21450
H 1.52692 -3.37220 0.41642
H 0.08659 -3.18796 1.39115
H 0.03347 -3.78503 -0.37873
H -0.14424 2.59914 0.68784
H 2.29957 1.34311 -0.29766
H 2.10556 3.09697 0.11497
*
```

Summary:
- Molecular weight: 116.2 g mol⁻¹
- Kohn-Sham gap (spin up / spin down): 10.12 / 7.60 eV
- Energy relative to the best compared isomer or geometry (same formula, charge and spin): 174.45 kJ/mol
- ⟨S²⟩: 0.7537
- HOMO level (spin up / spin down): -0.3322 / -0.3302 hartree